Entry 1:
A molecular structure, C11H17AsMoN5OS5, computed with ωB97M-V/def2-TZVPD.

Geometry as XYZ:
```
41
Properties=species:S:1:pos:R:3:forces:R:3
Mo 0.224000 -0.028600 -0.017200 -0.142 0.074 0.129
N -3.320300 1.500400 2.237600 -0.178 -0.101 0.221
C -2.347000 0.696700 1.695500 0.418 -0.282 -0.215
S -2.271400 0.588000 -0.019500 0.828 -0.289 -0.368
N -1.523100 0.082900 2.482200 -0.957 0.719 1.204
N -0.515400 -0.609300 1.887200 0.803 -0.946 0.385
C 0.108700 -1.427600 2.697800 -0.492 0.267 -0.415
C 1.147800 -2.308000 2.288700 0.124 -0.116 -0.495
C 1.982500 -2.941800 3.216600 0.160 -0.175 0.094
C 2.888900 -3.898500 2.818600 -0.015 0.170 0.492
C 2.960600 -4.259700 1.473900 -0.263 0.055 -0.346
C 2.124100 -3.692500 0.541800 0.143 -0.097 -0.113
C 1.215300 -2.676300 0.907500 -0.180 -0.192 0.855
O 0.413900 -2.158000 0.049900 -0.089 1.186 -0.694
H -4.090700 1.693400 1.615400 0.087 -0.020 0.099
H -3.578700 1.279600 3.187900 0.028 0.027 -0.001
H -0.251200 -1.472700 3.725300 0.048 0.156 -0.034
H 1.915000 -2.655500 4.258200 -0.034 -0.022 0.117
H 3.532300 -4.380000 3.542800 0.032 0.061 0.032
H 3.679700 -5.003000 1.158100 0.026 -0.057 -0.034
H 2.165700 -3.982200 -0.498500 -0.001 0.077 -0.071
S 2.045600 1.954000 -3.326800 -0.106 0.272 0.098
As 2.004300 -0.029900 -2.600600 0.576 -0.199 -1.306
S 2.622300 -0.116600 -0.453000 -1.257 0.429 0.110
S -0.147700 -0.560500 -2.337900 0.323 0.279 0.441
S 3.164700 -1.287200 -3.792900 -0.016 -0.424 0.148
N 0.169300 2.254300 -0.699500 -0.331 -0.303 -0.524
C 1.034200 3.418000 -0.470500 0.439 0.240 0.368
C 1.403000 3.640300 0.990000 -0.003 -0.354 -0.224
C 2.134400 2.441000 1.573100 0.245 0.470 -0.049
N 1.197800 1.352000 1.837000 0.010 -0.526 -0.077
H 0.238100 2.077400 -1.718600 0.000 0.060 0.119
H -0.800200 2.528000 -0.525000 0.274 -0.291 -0.001
H 0.545900 4.323500 -0.853500 0.034 -0.143 -0.079
H 1.946300 3.266700 -1.055000 -0.155 -0.027 0.017
H 0.508700 3.850000 1.582900 -0.063 0.104 0.132
H 2.055700 4.512400 1.040900 -0.034 0.087 0.049
H 2.669400 2.737900 2.487600 -0.105 -0.105 -0.069
H 2.870200 2.076200 0.850500 -0.056 0.076 0.141
H 0.501200 1.662700 2.516400 -0.006 -0.261 -0.207
H 1.708700 0.571200 2.244200 -0.115 0.122 0.072
```
Forces are in eV/Å.

Output
charge: -1
HOMO level: -3.924 eV
F_max: 0.033 hartree/bohr
energy: -138056.391 eV
gap between HOMO and LUMO: 5.529 eV
relative energy (zero: lowest compared OMol25 entry of this formula, charge and spin): 150.1 kJ/mol
lowest unoccupied orbital energy: 1.6 eV

Löwdin population analysis, charges in e, atoms 1 to 8: Mo 0.97; N 0.05; C -0.89; S 0.59; N -0.05; N -0.22; C -0.08; C -0.18


Entry 2:
A gas-phase ion, CH3N3 (charge +2), computed with ωB97M-V/def2-TZVPD.

Geometry as XYZ:
```
7
Properties=species:S:1:pos:R:3:forces:R:3
C 0.160133 -0.515162 -0.092047 -1.235 -1.618 -0.002
N 2.436135 0.182734 -0.057418 6.897 1.724 0.142
N 1.398730 -0.058966 -0.125925 -6.014 -1.593 0.031
N -0.980928 0.365127 -0.095918 -0.883 3.738 0.504
H -0.184069 -1.518292 0.127632 1.133 -0.721 -0.027
H -1.920700 0.135377 0.249627 -0.354 -1.220 -0.125
H -0.909301 1.409184 -0.005948 0.457 -0.310 -0.522
```
Forces are in eV/Å.

Output
charge: +2
HOMO level (spin up / spin down): -23.224 / -28.390 eV
F_max: 0.138 hartree/bohr
energy: -5527.781 eV
multiplicity: 3
gap between HOMO and LUMO (spin up / spin down): 10.813 / 10.532 eV
lowest unoccupied orbital energy (spin up / spin down): -12.4 / -17.9 eV

Just the Löwdin charges please, in e? Sure, here they are: C 0.14; N 0.56; N 0.17; N 0.48; H 0.20; H 0.22; H 0.23


Entry 3:
2 unconnected molecules or ions with the total composition C30H40BNO6, computed with ωB97M-V/def2-TZVPD.

Geometry as XYZ:
```
78
Properties=species:S:1:pos:R:3:forces:R:3
C -1.671714 -4.710487 0.184181 0.151 -0.428 0.194
C -0.635732 -4.138576 -0.005188 -0.375 0.426 -0.157
C 0.375260 -3.164218 -0.222386 0.146 -0.163 -0.147
C 0.862183 -2.838278 -1.428907 0.050 -0.034 0.051
N 0.442535 -3.423877 -2.639599 0.076 -0.066 0.150
C -0.400757 -2.509150 -3.427466 -0.577 0.014 -0.398
C -1.634304 -3.175717 -4.095120 0.425 -0.453 -0.016
C -1.885535 -4.625331 -3.687248 -0.292 0.481 0.363
C 1.935245 -1.790198 -1.501294 0.080 -0.003 0.228
O 2.821446 -1.885812 -2.319562 -0.044 0.035 -0.301
C 1.811923 -0.687814 -0.515049 0.042 0.176 -0.111
C 2.146405 0.637870 -0.792297 0.234 -0.337 -0.062
C 2.667747 1.069854 -2.138314 -0.087 0.688 -0.158
C 1.966077 2.338809 -2.636927 -0.161 -0.461 -0.065
C 0.486899 2.046453 -2.950357 0.257 0.787 -0.298
C 0.332946 1.573049 -4.400678 -0.038 -0.148 0.426
C -0.401127 3.280055 -2.677691 0.024 -0.299 0.141
C -1.482012 2.967708 -1.647330 -0.452 0.312 -0.217
C -2.445062 1.938612 -2.153390 -0.060 -0.349 0.403
C -2.876283 0.869725 -1.485470 -0.192 0.187 -0.110
C -3.778080 -0.146852 -2.151938 0.437 -0.012 0.196
C -2.539349 0.585716 -0.047011 0.497 -0.007 -0.291
C 1.934830 1.574071 0.216466 -0.095 0.043 -0.177
C 1.410980 1.239901 1.451618 0.020 0.095 0.310
C 1.154307 2.296475 2.496426 -0.615 0.127 0.078
B -0.396352 2.326048 2.798132 -0.524 -0.196 0.461
O -1.029749 1.303107 3.527043 0.558 -0.052 -0.590
O -1.176983 3.343325 2.330362 0.328 -0.068 -0.591
C 1.098411 -0.090506 1.717361 0.219 0.056 -0.047
C 1.291239 -1.029078 0.731368 -0.062 -0.230 0.095
C 0.904468 -2.447134 0.978570 0.114 0.087 -0.057
O 0.998147 -2.973616 2.058422 -0.214 -0.004 0.174
H -2.515906 -5.312257 0.405461 -0.148 -0.055 -0.042
H 1.267456 -3.671027 -3.173088 0.050 0.027 -0.047
H 0.175151 -2.023945 -4.216425 0.220 0.069 0.058
H -0.762639 -1.704486 -2.788391 0.071 0.021 0.247
H -1.502305 -3.156153 -5.175647 -0.022 0.156 -0.118
H -2.519251 -2.591978 -3.860425 -0.132 0.143 -0.083
H -0.988401 -5.229484 -3.744457 0.050 -0.148 -0.160
H -2.224651 -4.652181 -2.653463 0.057 -0.143 0.118
H -2.682708 -5.034662 -4.302758 0.033 -0.183 -0.113
H 3.739520 1.261469 -2.098379 0.147 -0.184 0.138
H 2.511448 0.298234 -2.882128 0.117 -0.210 0.008
H 2.466519 2.683315 -3.540851 0.076 0.098 -0.080
H 2.052457 3.143480 -1.912853 0.028 0.082 0.104
H 0.174314 1.248600 -2.273993 -0.209 -0.084 -0.018
H -0.708297 1.625780 -4.710486 -0.116 -0.219 -0.029
H 0.902163 2.208855 -5.075143 0.079 0.091 -0.073
H 0.689043 0.549063 -4.500915 0.023 -0.090 -0.209
H -0.878259 3.608562 -3.601391 -0.025 0.102 -0.078
H 0.198161 4.112167 -2.311493 0.068 0.099 -0.034
H -2.039620 3.883356 -1.426828 0.060 0.103 0.082
H -1.023158 2.638352 -0.718625 0.131 0.018 0.101
H -2.835216 2.078842 -3.156092 0.143 0.036 -0.197
H -3.328189 -0.490697 -3.079672 -0.110 0.055 -0.234
H -4.762634 0.264911 -2.354432 -0.161 -0.067 -0.031
H -3.869226 -1.024713 -1.516610 -0.224 -0.096 0.049
H -1.749265 -0.170930 -0.003529 -0.068 -0.189 0.141
H -3.411402 0.211840 0.480525 -0.119 -0.090 0.117
H -2.152993 1.464464 0.460298 -0.042 0.131 0.108
H 2.158175 2.610884 0.018394 0.062 0.123 0.040
H 1.690944 2.048492 3.411180 0.195 0.129 0.045
H 1.428317 3.279448 2.124765 0.354 0.057 0.086
H -1.646208 0.836683 2.951795 -0.267 -0.096 0.294
H -2.111880 3.117961 2.369315 -0.097 0.232 0.275
H 0.706898 -0.380775 2.678916 -0.054 -0.107 0.105
O 3.055868 2.486271 7.264087 0.071 -0.017 0.080
C 2.561831 1.401973 7.176559 -0.072 0.155 -0.220
O 3.229585 0.265793 7.491754 -0.007 -0.029 0.042
C 2.424688 -0.886896 7.188048 -0.081 -0.096 -0.021
C 0.988452 -0.380093 7.178711 -0.075 0.068 -0.053
C 1.166713 1.055867 6.689422 -0.068 -0.396 0.301
H 2.733255 -1.275672 6.215217 -0.013 0.014 -0.013
H 2.605089 -1.647092 7.943971 0.110 0.056 0.030
H 0.326389 -0.983234 6.560756 0.056 -0.007 -0.046
H 0.590342 -0.375526 8.194408 0.014 -0.020 0.007
H 1.149708 1.115961 5.600226 -0.032 0.082 -0.006
H 0.431713 1.737042 7.107544 0.059 0.172 -0.151
```
Forces are in eV/Å.

Output
HOMO level: -9.099 eV
F_max: 0.017 hartree/bohr
energy: -46210.982 eV
gap between HOMO and LUMO: 8.128 eV
SMILES string: C#CC1=C(NCCC)C(=O)c2c(CC[C@H](C)CCC=C(C)C)cc(CB(O)O)cc2C1=O.O=C1CCCO1
relative energy (zero: lowest compared OMol25 entry of this formula, charge and spin): 0.0 kJ/mol
lowest unoccupied orbital energy: -1.0 eV

Löwdin population analysis, charges in e, atoms 1 to 8: C 0.15; C -0.05; C -0.09; C -0.15; N 0.03; C -0.18; C -0.22; C -0.11